Entry 1:
39
Properties=species:S:1:pos:R:3 method="wB97M-V/def2-TZVPD" orbital_gap_ha=0.39339 e_above_lowest_kj_mol=298.69 total_energy_ev=-27038.851 largest_force_ev_per_a=2.56
O -2.431 -2.015 -1.805
H -2.888 -1.209 -1.558
H -2.859 -2.691 -1.270
O -1.026 1.871 -3.305
H -1.685 1.276 -3.671
H -0.182 1.417 -3.397
O 2.727 -1.487 1.569
H 2.171 -1.859 0.862
H 3.633 -1.312 1.321
O -0.935 0.493 -0.502
H -0.814 0.844 0.381
H -1.622 0.885 -1.022
O 1.071 2.743 1.002
H 1.770 2.596 0.331
H 1.489 3.519 1.398
O 1.499 1.397 -1.448
H 0.778 1.109 -0.884
H 1.001 2.072 -1.983
O 1.481 -1.092 -2.425
H 0.533 -1.214 -2.299
H 1.560 -0.216 -2.818
O -0.140 3.407 -1.317
H -0.402 3.756 -2.172
H -0.791 2.697 -1.236
O 0.082 -1.686 2.251
H 0.953 -1.302 2.439
H 0.358 -2.573 2.526
O 1.093 0.925 4.262
H 1.711 0.201 4.399
H 1.033 1.075 3.309
O 2.070 -3.078 -0.645
H 1.608 -2.389 -1.146
H 2.865 -3.029 -1.201
O -3.782 -1.927 0.669
H -3.233 -1.132 0.659
H -3.237 -2.602 1.082
O -1.974 0.336 2.103
H -2.326 -0.127 2.895
H -1.158 0.323 2.643


Entry 2:
125
Properties=species:S:1:pos:R:3 method="wB97M-V/def2-TZVPD" orbital_gap_ha=0.33162 e_above_lowest_kj_mol=687.73 total_energy_ev=-104107.371 largest_force_ev_per_a=6.29 charge=-1
Cl -0.046 0.025 -0.257
O 1.112 0.887 -0.627
O -0.209 0.084 1.141
O -1.169 0.432 -1.052
O 0.269 -1.377 -0.517
O -3.520 6.300 0.588
C -2.928 5.517 -0.140
O -1.803 4.888 0.300
C -1.245 3.931 -0.633
C -2.525 3.613 -1.486
C -3.369 4.857 -1.443
H -0.838 3.020 -0.194
H -0.489 4.414 -1.251
H -3.065 2.724 -1.158
H -2.271 3.344 -2.511
H -4.417 4.619 -1.259
H -3.358 5.615 -2.227
O -2.677 4.924 3.402
C -1.757 4.139 3.712
O -1.727 3.557 4.894
C -0.631 2.590 5.086
C 0.125 2.635 3.810
C -0.584 3.701 2.900
H -0.687 1.507 5.188
H -0.179 2.932 6.017
H 0.248 1.689 3.283
H 1.182 2.894 3.879
H -0.940 3.255 1.971
H 0.050 4.585 2.836
O -5.119 4.230 1.876
C -5.073 3.105 1.390
O -3.975 2.372 1.508
C -4.125 1.079 0.927
C -5.556 0.857 0.694
C -6.156 2.274 0.709
H -3.613 0.322 1.521
H -3.438 0.971 0.088
H -6.152 0.175 1.299
H -5.773 0.393 -0.268
H -7.123 2.325 1.209
H -6.467 2.670 -0.258
O 4.960 -0.642 5.242
C 4.346 -0.938 4.173
O 4.982 -1.574 3.116
C 4.030 -1.766 2.088
C 3.046 -0.647 2.197
C 2.994 -0.397 3.713
H 3.449 -2.682 1.979
H 4.777 -1.595 1.313
H 2.151 -1.082 1.751
H 3.452 0.277 1.787
H 2.205 -0.928 4.246
H 2.896 0.637 4.046
O 6.309 1.531 -1.920
C 5.673 0.504 -1.962
O 6.156 -0.652 -2.352
C 5.253 -1.686 -2.211
C 3.830 -1.067 -2.128
C 4.178 0.358 -1.468
H 5.583 -2.182 -1.299
H 5.258 -2.519 -2.913
H 3.193 -1.510 -1.363
H 3.279 -0.929 -3.059
H 3.990 0.268 -0.398
H 3.576 1.195 -1.822
O -5.766 -2.628 0.784
C -5.022 -2.465 -0.196
O -3.870 -3.128 -0.091
C -3.054 -3.052 -1.408
C -4.177 -2.569 -2.386
C -5.245 -1.834 -1.490
H -2.608 -3.963 -1.807
H -2.346 -2.266 -1.146
H -4.850 -3.353 -2.732
H -4.007 -2.117 -3.363
H -6.276 -1.876 -1.841
H -5.027 -0.767 -1.465
O -2.312 -2.280 -6.433
C -1.445 -1.732 -5.797
O -0.787 -0.583 -6.160
C 0.372 -0.227 -5.394
C -0.080 -0.911 -4.008
C -0.756 -2.200 -4.583
H 0.546 0.838 -5.241
H 1.215 -0.711 -5.888
H -0.876 -0.323 -3.550
H 0.723 -1.120 -3.301
H -1.404 -2.645 -3.829
H 0.017 -2.906 -4.890
O 5.344 3.955 -1.638
C 4.397 4.241 -0.937
O 4.262 3.621 0.250
C 2.996 4.047 0.766
C 2.487 5.228 -0.012
C 3.189 5.075 -1.311
H 3.098 4.311 1.819
H 2.356 3.217 0.469
H 2.642 6.247 0.344
H 1.397 5.238 0.011
H 3.501 5.941 -1.895
H 2.784 4.411 -2.075
O -0.043 -2.495 5.442
C 0.103 -3.249 4.461
O -0.511 -4.397 4.471
C -0.636 -4.890 3.184
C -0.147 -3.833 2.267
C 0.617 -2.855 3.146
H -1.688 -5.175 3.178
H -0.219 -5.872 2.960
H -0.994 -3.393 1.741
H 0.539 -4.290 1.554
H 0.386 -1.843 2.816
H 1.684 -3.063 3.056
O -0.946 -5.450 -1.726
C 0.249 -5.355 -1.545
O 0.883 -5.959 -0.524
C 2.253 -5.642 -0.317
C 2.439 -4.358 -1.202
C 1.387 -4.535 -2.331
H 2.878 -6.461 -0.674
H 2.389 -5.345 0.723
H 3.435 -4.063 -1.532
H 2.027 -3.556 -0.589
H 1.891 -5.104 -3.112
H 1.055 -3.577 -2.730